(1)
Computed, not measured: a molecular structure, C17H33AsBF6N9PS3V, with wB97M-V/def2-TZVPD.

XYZ file:
```
72
Properties=species:S:1:pos:R:3:forces:R:3
H 2.034 -1.737 -4.645 0.002 0.011 -0.001
N 2.823 -2.392 -0.539 0.104 -0.086 0.096
V 0.376 0.678 -0.426 0.225 0.170 0.397
C 0.163 4.163 -4.178 0.077 -0.040 0.025
H -2.338 -3.631 -0.489 -0.003 -0.023 -0.003
P -2.822 -1.388 0.352 -0.154 -0.113 0.177
As -1.185 2.224 1.443 -0.182 0.220 0.218
H 4.851 1.838 -3.371 0.017 0.011 0.014
N -5.524 -1.768 0.953 0.023 0.037 0.049
N 2.804 1.850 -3.068 -0.018 0.030 -0.007
F 0.209 2.694 0.441 0.171 0.229 -0.061
H -6.930 -1.764 -0.576 -0.016 -0.019 0.011
H -5.799 -3.678 -1.583 -0.013 -0.021 -0.003
H -0.673 3.582 -3.808 -0.010 -0.008 0.003
F -0.463 2.849 2.830 0.024 0.034 0.113
N 2.879 0.784 2.642 0.024 0.187 0.082
H 3.049 0.276 4.722 0.000 0.002 -0.026
H 0.798 -2.829 -3.998 0.004 -0.012 0.009
B 2.765 -2.608 1.011 -0.025 0.058 0.023
H 2.906 1.031 -2.489 -0.030 -0.053 -0.027
H -3.023 -1.351 -2.090 -0.001 -0.002 -0.028
F -2.462 1.449 2.239 -0.106 -0.011 0.052
N -4.397 -3.660 -0.054 0.033 -0.004 0.015
H 2.078 2.573 3.374 -0.016 0.004 0.015
H 3.955 2.709 -4.611 0.021 -0.027 -0.002
H 1.733 -3.167 1.287 0.082 0.061 -0.014
C 1.820 -2.034 -1.336 -0.072 0.048 0.080
H -4.095 -1.377 2.434 -0.003 0.002 0.022
H 2.823 2.674 1.768 -0.007 0.015 -0.024
C -3.665 -1.033 -1.267 -0.094 -0.002 -0.048
C 1.385 -1.935 -3.797 0.057 -0.021 0.088
H -5.396 -1.493 -2.325 -0.008 0.010 -0.007
H 0.058 4.308 -5.250 -0.005 0.001 -0.006
N 2.804 -1.239 1.831 0.090 -0.168 0.001
H 3.751 -3.225 1.315 -0.091 0.034 -0.006
C 2.910 2.241 2.758 0.010 -0.140 0.014
S 0.192 1.490 -2.580 0.106 0.267 -0.667
C 4.015 2.509 -3.540 -0.017 -0.027 0.022
H -5.015 -3.538 1.938 -0.013 -0.011 0.014
C 2.959 -0.077 3.709 -0.015 0.092 -0.018
H -3.838 0.040 -1.360 -0.017 0.010 -0.017
H 4.200 3.438 -2.997 -0.017 0.002 -0.011
S 2.672 0.772 -0.082 0.308 0.069 0.033
H 0.725 -1.087 -3.638 -0.026 0.030 0.005
H -4.099 -3.537 -2.114 0.021 -0.015 -0.005
F -0.188 0.718 1.597 0.026 -0.217 -0.035
F -2.036 3.613 1.030 -0.102 0.116 -0.007
C 2.911 -1.328 3.203 -0.037 -0.063 -0.145
H -6.046 -0.228 -0.347 -0.018 0.019 0.009
H 0.176 5.130 -3.679 0.005 0.008 0.004
C -4.320 -1.066 1.414 0.022 -0.045 -0.083
N -4.989 -1.732 -1.420 0.075 0.007 0.048
C -5.974 -1.314 -0.309 0.072 -0.032 -0.027
N 2.216 -2.131 -2.613 0.028 0.071 -0.195
C -3.026 -3.234 0.260 -0.087 0.018 -0.024
H 2.253 3.902 -4.250 0.005 0.008 -0.052
C 3.899 -2.715 -1.334 -0.056 0.059 0.104
H -2.735 -3.667 1.217 0.007 -0.010 0.003
C 2.786 0.054 1.511 -0.072 -0.037 -0.066
H -4.510 0.008 1.446 -0.015 0.020 0.019
H 3.852 2.547 3.209 0.004 0.006 0.001
C 3.532 -2.556 -2.626 -0.080 0.006 -0.035
N 1.416 3.454 -3.909 -0.089 0.040 0.077
C -4.820 -3.262 -1.346 0.000 0.061 0.037
C -5.360 -3.220 0.957 0.057 0.048 -0.034
F -1.686 1.441 -0.107 -0.035 -0.239 -0.143
H 4.067 -2.728 -3.544 -0.024 0.001 0.001
H -6.324 -3.688 0.756 -0.012 -0.005 -0.015
H 4.830 -3.047 -0.908 -0.024 0.002 0.007
C 1.581 2.339 -3.217 0.003 0.023 0.072
S 0.244 -1.541 -0.756 -0.105 -0.702 -0.093
H 2.950 -2.283 3.698 0.011 0.011 -0.021
```
Forces are in eV/Å.

As for the energy above the lowest of the compared OMol25 structures with the same formula, charge and spin: 9.00 kJ/mol. The total charge is +2. The calculation puts the orbital gap (alpha / beta) at 7.29 / 8.35 eV. The calculation puts the LUMO energy (alpha / beta) at -6.19 / -5.12 eV. Its multiplicity is 3.


(2)
Computed, not measured: 5 unconnected molecules or ions with the total composition C24H50FIN7O4 in a non-equilibrium geometry, with wB97M-V/def2-TZVPD.

XYZ file:
```
87
Properties=species:S:1:pos:R:3:forces:R:3
C -1.784 -1.339 0.104 1.040 0.307 0.028
H 7.741 9.361 -0.839 0.004 0.023 0.027
C -1.813 1.146 0.608 -0.263 0.132 0.269
H 9.464 9.765 -0.678 0.015 -0.008 -0.019
H 5.139 0.835 1.096 -0.086 -0.007 0.009
H 6.292 2.928 3.203 0.004 0.002 0.043
H 10.109 9.283 -3.112 0.038 -0.011 -0.035
H -3.001 2.262 2.034 0.073 -0.151 0.299
C 6.059 3.992 3.139 -0.072 -0.039 -0.097
O 7.314 6.693 -1.297 0.073 0.075 -0.204
H -11.535 -6.293 -3.286 -0.010 0.012 -0.035
H -2.458 -0.936 -0.641 -0.522 -0.416 0.159
N 3.563 -0.452 1.588 0.007 -0.032 -0.020
C -3.537 -3.000 0.315 -1.148 0.373 0.449
H -6.256 -1.627 -0.275 0.016 -0.074 -0.071
H 5.589 -0.559 2.102 0.059 0.000 -0.043
H 10.329 7.544 -3.370 -0.014 -0.011 0.003
H -8.081 -7.217 -1.397 -0.060 -0.034 0.023
H 6.940 6.439 2.102 0.043 0.029 -0.022
H -0.434 -1.082 -1.544 0.254 0.192 0.153
C 8.294 6.965 -1.973 -0.062 -0.020 -0.053
C 10.226 8.319 -2.613 -0.062 0.068 0.108
C 3.115 -1.803 1.861 -0.081 0.114 0.043
H -1.312 1.970 2.574 -0.003 0.025 0.019
H 5.235 -0.786 0.374 0.075 0.013 0.013
H -0.614 -1.957 2.935 0.659 0.845 -1.207
O -11.460 -8.707 -1.987 0.008 0.029 -0.022
C -0.576 -2.862 2.342 -0.353 0.281 0.114
H -10.018 -5.920 -4.137 0.020 -0.003 0.012
H 2.692 -1.868 2.866 0.003 -0.042 -0.002
H -1.698 3.172 1.331 0.087 0.038 0.148
H -5.332 0.812 -0.548 -0.110 -0.033 -0.015
H 11.134 8.345 -2.009 0.031 -0.004 -0.042
H -4.987 -1.085 0.793 0.125 0.093 -0.055
I -5.299 -6.661 -0.484 0.124 0.011 0.025
H -8.572 -5.635 -2.030 0.105 -0.002 0.046
C -10.364 -8.229 -1.792 -0.026 -0.053 0.047
H 8.227 5.233 1.878 0.012 0.046 0.005
H 3.105 1.534 1.423 0.015 -0.009 0.002
H -9.705 -8.569 -0.973 0.012 0.015 -0.011
H -7.848 -6.844 -3.115 0.090 0.026 0.063
C -5.003 -3.659 -1.291 0.259 0.522 -0.461
H 0.349 -3.427 2.352 -0.510 -0.860 1.277
C -1.957 2.189 1.725 -0.055 0.162 -0.562
C 2.672 0.550 1.640 0.031 0.224 0.005
H -4.052 0.034 -1.500 0.021 -0.026 0.021
H 5.809 4.363 -0.197 -0.006 0.007 0.004
N -2.379 -2.567 0.698 -1.428 0.613 1.220
C -10.591 -6.703 -3.645 -0.040 -0.087 0.067
C 5.579 3.927 0.786 -0.049 0.031 -0.070
H 7.261 5.779 0.484 -0.018 -0.018 0.264
C 8.742 8.953 -0.697 -0.076 -0.087 -0.028
H -4.697 -3.663 -2.336 -0.242 -0.206 -0.078
H 8.760 8.429 0.259 0.005 0.034 0.021
N -4.095 -4.206 0.827 0.460 -0.570 -0.636
H -2.738 1.154 0.024 0.006 -0.052 -0.053
N 9.072 8.040 -1.779 0.068 0.012 -0.023
H -3.332 -4.864 -0.973 -0.015 -0.840 0.053
N -4.356 -2.462 -0.666 0.290 -0.462 -0.110
F -5.917 -0.198 -2.197 0.069 -0.002 -0.005
H 2.341 -2.098 1.148 0.017 -0.054 0.001
N 6.275 4.478 1.787 0.052 0.018 0.023
H 5.016 4.126 3.427 0.008 -0.008 0.038
H 6.698 4.543 3.824 0.012 0.014 -0.016
H 0.386 -1.649 -0.050 0.061 0.013 -0.072
C -0.504 -1.723 -0.667 -0.625 -0.218 -0.162
N -9.820 -7.238 -2.534 0.071 0.041 0.017
C -8.507 -6.704 -2.254 -0.323 -0.002 -0.247
O 4.759 3.026 0.930 0.055 0.008 0.024
H -5.041 -3.950 1.121 0.148 -0.103 0.552
H -1.017 1.442 -0.076 0.081 -0.122 0.025
O 1.482 0.397 1.907 0.013 -0.225 -0.056
H -0.620 -2.735 -1.062 0.208 -0.043 0.043
H -10.818 -7.492 -4.361 -0.016 0.025 -0.025
H -1.997 -4.335 1.811 0.596 -0.416 -1.189
C -1.640 -3.324 1.659 0.753 -0.289 -0.035
H -0.471 -0.266 1.404 -0.064 -0.055 0.375
C -4.324 -4.817 -0.520 0.066 1.141 -0.126
H 8.621 6.335 -2.815 0.002 0.003 0.001
C -5.207 -1.325 -0.252 0.326 0.327 0.166
C -5.062 -0.084 -1.109 -0.186 -0.049 -0.166
C -1.532 -0.253 1.165 0.185 0.199 -0.477
H 3.956 -2.486 1.779 0.013 0.011 -0.007
H -6.090 -3.594 -1.247 0.000 -0.175 0.283
C 4.965 -0.225 1.270 -0.087 -0.096 0.037
H -2.094 -0.428 2.085 -0.199 0.002 -0.112
C 7.233 5.544 1.549 -0.055 -0.142 0.043
```
Forces are in eV/Å.

The total charge is +1. The calculation puts the orbital gap at 6.92 eV. The calculation puts the LUMO energy at -3.85 eV.